(1)
{"formula": "C4H10Si", "method": "ωB97M-V with the def2-TZVPD basis set", "elements": ["C", "C", "C", "C", "Si", "H", "H", "H", "H", "H", "H", "H", "H", "H", "H"], "positions_angstrom": [[1.002, -1.524, -0.345], [1.693, -0.746, 0.123], [-3.010, -0.058, -0.005], [-1.593, 0.353, -0.456], [2.928, 0.649, 0.410], [-0.905, 0.249, 0.945], [0.464, -2.401, -0.424], [-3.730, 0.260, -0.772], [-3.143, 0.322, 1.046], [-2.775, -1.138, 0.152], [-1.014, -0.527, -1.055], [-1.610, 1.296, -0.960], [2.553, 1.187, 1.623], [2.355, 1.656, -0.463], [4.431, 0.486, 0.095]], "forces_ev_per_a": [[-3.74, -5.13, -1.91], [6.37, 6.12, 2.57], [2.06, -0.64, 0.94], [2.15, -3.04, 3.27], [-0.29, -0.97, -2.02], [-1.42, 0.87, -4.41], [-1.03, -1.03, -0.70], [-0.25, -0.63, 0.63], [-0.62, 0.03, -1.43], [-1.58, 0.39, -0.36], [-1.54, 2.58, 1.28], [0.83, 0.68, 0.06], [0.09, 0.61, 2.32], [0.18, 0.41, -0.66], [-1.21, -0.26, 0.42]], "total_energy_ha": -447.678811, "homo_lumo_gap_ev": 10.86}

---

(2)
{"formula": "C4H11AlCl", "method": "ωB97M-V with the def2-TZVPD basis set", "elements": ["C", "C", "C", "C", "Al", "Cl", "H", "H", "H", "H", "H", "H", "H", "H", "H", "H", "H"], "positions_angstrom": [[-0.924, -2.039, 0.139], [0.053, -1.028, -0.466], [-0.126, 0.396, 0.083], [0.652, 0.562, 1.392], [0.357, 1.820, -1.246], [-0.727, 3.684, -0.648], [-0.844, -2.046, 1.230], [-1.952, -1.760, -0.108], [-0.755, -3.061, -0.213], [-0.043, -1.055, -1.557], [1.076, -1.368, -0.255], [-1.190, 0.512, 0.335], [1.722, 0.392, 1.237], [0.550, 1.570, 1.805], [0.335, -0.136, 2.183], [1.951, 2.140, -1.168], [-0.135, 1.415, -2.744]], "forces_ev_per_a": [[0.00, 0.02, 0.09], [0.05, -0.12, 0.01], [0.02, -0.11, 0.11], [0.04, -0.04, 0.20], [0.09, -0.03, -0.09], [-0.02, 0.05, 0.04], [-0.01, 0.00, -0.02], [0.00, -0.03, -0.01], [0.01, 0.02, -0.03], [-0.08, 0.03, 0.01], [0.01, 0.05, -0.04], [-0.03, 0.11, -0.15], [-0.01, 0.05, -0.06], [-0.04, 0.01, -0.04], [-0.02, -0.01, -0.04], [-0.03, 0.00, -0.04], [0.00, 0.01, 0.05]], "total_charge": -1, "total_energy_ha": -861.737582, "homo_lumo_gap_ev": 8.36}

---

(3)
{"formula": "C4H11AsMnN5S4", "method": "ωB97M-V with the def2-TZVPD basis set", "elements": ["Mn", "S", "As", "S", "S", "S", "C", "N", "C", "C", "N", "N", "C", "N", "N", "H", "H", "H", "H", "H", "H", "H", "H", "H", "H", "H"], "positions_angstrom": [[0.014, -0.248, -0.125], [2.063, -4.093, -0.944], [1.285, -2.512, -1.959], [-0.763, -1.973, -0.965], [1.918, -0.527, -0.894], [1.157, -2.065, -3.947], [-1.420, 2.186, 4.485], [-0.833, 1.050, 3.778], [-0.274, -0.064, 4.545], [-0.760, 1.006, 2.443], [-0.215, 0.024, 1.776], [-1.308, 2.086, 1.771], [-1.365, 2.300, 0.413], [-1.966, 3.443, 0.050], [-0.870, 1.453, -0.436], [-1.343, 2.005, 5.551], [-2.482, 2.299, 4.253], [-0.882, 3.113, 4.273], [-0.449, 0.118, 5.599], [0.803, -0.149, 4.388], [-0.762, -1.004, 4.280], [0.156, -0.704, 2.372], [-1.722, 2.799, 2.347], [-2.352, 4.091, 0.713], [-2.053, 3.678, -0.924], [-0.984, 1.743, -1.401]], "forces_ev_per_a": [[0.35, -0.62, -0.48], [-0.05, 0.08, 0.02], [0.22, -0.36, -0.52], [-0.07, 0.61, 0.43], [-0.51, 0.39, 0.44], [-0.01, -0.02, 0.21], [-0.01, 0.00, 0.00], [0.01, -0.01, -0.03], [0.00, -0.01, 0.00], [-0.02, 0.06, 0.03], [0.02, -0.03, -0.10], [0.00, -0.01, -0.01], [-0.02, 0.04, 0.04], [0.02, -0.03, 0.00], [0.05, -0.08, 0.00], [0.00, 0.00, 0.00], [0.00, 0.00, 0.00], [0.00, 0.00, 0.00], [0.00, 0.00, 0.00], [0.00, 0.00, 0.00], [0.00, 0.00, 0.00], [0.01, -0.01, -0.01], [0.00, 0.00, 0.00], [0.00, 0.00, 0.00], [0.00, 0.00, -0.01], [0.01, -0.02, -0.01]], "total_charge": 1, "total_energy_ha": -5412.095548, "s2": 0.82, "homo_lumo_gap_ev": [5.75, 5.20], "multiplicity": 2}

---

(4)
{"formula": "C4H11BS", "method": "ωB97M-V with the def2-TZVPD basis set", "elements": ["B", "C", "C", "C", "C", "S", "H", "H", "H", "H", "H", "H", "H", "H", "H", "H", "H"], "positions_angstrom": [[-3.538, -0.060, -0.401], [2.750, 0.743, -0.220], [1.350, 0.129, -0.485], [0.451, -0.183, 0.748], [-0.984, -0.549, 0.417], [-1.964, 0.674, -0.293], [-3.784, -1.058, 0.006], [-4.414, 0.380, -1.042], [2.853, 1.141, 0.754], [3.151, 1.579, -0.798], [3.411, -0.106, -0.513], [1.543, -0.805, -0.963], [0.686, 0.752, -1.229], [0.335, 0.648, 1.338], [0.673, -1.049, 1.375], [-1.063, -1.524, -0.118], [-1.456, -0.711, 1.423]], "forces_ev_per_a": [[-2.94, 0.13, -1.04], [0.14, -1.08, -1.38], [-1.51, 1.45, -0.57], [-0.14, -1.26, -1.91], [0.42, -1.44, 0.32], [2.19, 2.20, 0.05], [-0.03, -2.22, 1.50], [0.17, 0.64, -0.68], [0.28, -0.35, 1.43], [-0.89, -0.05, -0.69], [0.22, 0.83, 1.11], [-0.17, -0.65, -0.65], [1.29, -0.98, 1.36], [0.35, 2.17, 1.75], [1.17, 0.22, -0.04], [-0.27, 0.53, 0.16], [-0.28, -0.12, -0.74]], "total_energy_ha": -581.834883, "s2": 2.00, "homo_lumo_gap_ev": [5.87, 7.03], "multiplicity": 3}

---

(5)
{"formula": "C4H11BiCl2O4Tl", "method": "ωB97M-V with the def2-TZVPD basis set", "elements": ["Bi", "Cl", "C", "H", "H", "H", "Tl", "C", "C", "C", "H", "H", "H", "H", "H", "H", "H", "H", "O", "Cl", "O", "O", "O"], "positions_angstrom": [[0.411, -0.862, 1.853], [-0.150, 0.967, 0.100], [-1.813, -1.060, 1.848], [-2.100, -1.839, 2.575], [-1.928, -1.368, 0.785], [-2.231, -0.074, 2.084], [0.609, -0.076, -2.475], [-1.334, 0.797, -2.802], [2.207, 1.333, -2.153], [1.058, -1.738, -3.514], [2.839, 0.933, -1.350], [2.737, 1.407, -3.121], [1.698, 2.268, -1.866], [-2.049, 0.193, -2.231], [-1.271, 1.836, -2.441], [-1.493, 0.742, -3.896], [0.256, -2.329, -4.018], [2.124, -2.034, -3.674], [0.057, -1.289, 4.735], [0.072, 0.165, 4.940], [-1.159, 0.646, 5.513], [1.220, 0.620, 5.690], [0.241, 0.761, 3.419]], "forces_ev_per_a": [[0.61, -1.42, 1.02], [-0.44, 1.41, -0.47], [0.40, -0.63, -0.22], [-0.09, 0.41, -0.47], [-0.61, 0.27, 0.75], [0.07, -0.38, -0.29], [-0.49, 2.16, 0.92], [-0.30, 0.24, -0.46], [0.26, 0.34, -0.14], [0.73, -3.14, -1.37], [0.02, 0.43, -0.28], [0.07, 0.22, 0.62], [0.60, -0.34, -0.09], [-0.08, 0.43, -0.32], [-0.33, -0.52, -0.20], [-0.39, 0.14, 0.52], [1.05, 0.29, 0.28], [-1.12, -0.05, -0.11], [-0.05, 1.79, 0.95], [0.56, -0.55, -1.76], [0.84, -0.17, -0.75], [-0.93, -0.40, -0.69], [-0.39, -0.51, 2.58]], "total_charge": -1, "total_energy_ha": -1767.019825, "homo_lumo_gap_ev": [7.82, 3.91]}

---

(6)
{"formula": "C4H11ClHgNO", "method": "ωB97M-V with the def2-TZVPD basis set", "elements": ["Hg", "Cl", "C", "C", "C", "O", "C", "N", "H", "H", "H", "H", "H", "H", "H", "H", "H", "H", "H"], "positions_angstrom": [[-3.284, -3.537, 0.673], [-2.055, -2.045, 0.210], [-0.907, 1.686, -0.885], [-0.753, 0.265, -0.255], [0.611, -0.035, 0.429], [1.645, -0.115, -0.509], [3.004, -0.303, -0.029], [-1.655, 0.217, 0.875], [-1.914, 1.972, -1.187], [-0.434, 1.755, -1.865], [-0.376, 2.445, -0.310], [-1.046, -0.519, -0.953], [0.496, -0.975, 0.967], [0.814, 0.724, 1.185], [3.396, 0.460, 0.644], [3.619, -0.378, -0.926], [3.158, -1.279, 0.431], [-2.553, 0.437, 0.469], [-1.765, -0.774, 1.037]], "forces_ev_per_a": [[-4.99, -6.68, 1.66], [3.24, 1.70, -3.17], [1.16, -0.74, -1.00], [1.37, 2.09, -0.04], [0.16, 0.24, -0.86], [0.91, 0.04, -0.03], [-0.55, -0.64, -0.67], [-0.71, 0.95, 0.11], [-0.34, -0.12, 0.86], [0.50, -0.44, -0.03], [-0.49, -0.02, 0.37], [0.73, 0.45, -0.77], [0.05, -0.43, 0.21], [-0.14, 0.28, 0.05], [-0.40, 0.30, -0.08], [-0.10, 0.49, -0.02], [-0.46, -0.14, 0.40], [-0.61, 0.60, 0.33], [0.66, 2.06, 2.68]], "total_charge": 1, "total_energy_ha": -902.125350, "homo_lumo_gap_ev": 4.28}